Record 1
Here is a molecular structure, C24H45BF4P2Rh from the OMol25 dataset. Energies are from ωB97M-V/def2-TZVPD.

Output
HOMO level (alpha / beta) (Eh): -0.39142 / -0.45643
Total charge: +1
Multiplicity: 5
LUMO level (alpha / beta) (eV): -2.380 / -5.709
HOMO-LUMO gap (alpha / beta) (eV): 8.27 / 6.71
Energy above the lowest of the compared OMol25 structures with the same formula, charge and spin (eV): 0.000

Positions of all 77 atoms, in Å:
Rh  -0.014  0.222  0.170
C  -0.835  0.179  2.441
C  0.543  0.533  2.175
C  -0.857  2.314  1.583
C  -1.638  1.343  2.226
C  0.516  1.839  1.528
C  -1.213  -1.046  3.194
H  -0.535  -1.885  2.997
H  -2.221  -1.390  2.948
H  -1.183  -0.859  4.277
C  -3.024  1.503  2.732
H  -3.432  0.567  3.127
H  -3.710  1.832  1.949
H  -3.066  2.267  3.522
C  -1.262  3.670  1.136
H  -1.150  4.453  1.896
H  -2.304  3.677  0.803
H  -0.673  3.994  0.267
C  1.734  2.699  1.440
H  1.912  3.202  2.404
H  1.636  3.475  0.678
H  2.635  2.121  1.204
C  1.734  -0.078  2.847
H  1.774  0.117  3.939
H  2.674  0.271  2.413
H  1.738  -1.162  2.727
C  1.660  -2.305  -1.099
C  1.794  -2.497  0.222
C  3.068  -3.014  0.835
C  4.291  -2.035  0.883
C  4.114  -0.673  0.239
C  3.994  -0.522  -1.082
C  4.030  -1.695  -2.039
C  2.770  -2.623  -2.068
H  3.380  -3.926  0.300
H  5.135  -2.555  0.403
H  2.843  -3.329  1.867
H  3.111  -3.656  -1.894
H  0.716  -1.988  -1.564
H  0.961  -2.383  0.929
H  2.354  -2.600  -3.087
H  4.196  -1.299  -3.053
H  3.940  0.468  -1.550
H  4.896  -2.333  -1.801
H  4.573  -1.883  1.937
H  4.183  0.185  0.914
P  -2.214  -1.519  -0.262
C  -3.860  -1.308  0.524
H  -4.515  -2.122  0.185
H  -4.307  -0.346  0.242
H  -3.790  -1.346  1.615
C  -2.757  -1.786  -1.999
H  -3.604  -2.490  -2.031
H  -1.932  -2.180  -2.605
H  -3.085  -0.822  -2.406
C  -1.898  -3.251  0.310
H  -1.064  -3.688  -0.253
H  -2.803  -3.866  0.179
H  -1.628  -3.239  1.374
P  0.041  1.434  -2.007
C  1.404  2.647  -1.886
H  1.887  2.795  -2.860
H  2.152  2.286  -1.173
H  1.012  3.612  -1.534
C  0.465  0.450  -3.491
H  1.496  0.085  -3.416
H  0.349  1.053  -4.407
H  -0.210  -0.410  -3.562
C  -1.266  2.528  -2.712
H  -0.911  3.132  -3.564
H  -1.641  3.191  -1.927
H  -2.117  1.917  -3.030
F  -2.955  1.336  -0.959
B  -4.231  2.043  -1.054
F  -3.994  3.423  -0.887
F  -4.771  1.739  -2.319
F  -5.041  1.511  -0.001

Record 2
Here is 4 unconnected molecules or ions with the total composition C24H45BrClN3O11PS from the OMol25 dataset. Energies are from ωB97M-V/def2-TZVPD.

Output
HOMO level (Eh): -0.44583
Total charge: +1
LUMO level (eV): -3.127
HOMO-LUMO gap (eV): 9.00
Energy above the lowest of the compared OMol25 structures with the same formula, charge and spin (eV): 0.000

Positions of all 87 atoms, in Å:
C  0.474  -5.191  2.269
C  0.594  -5.179  1.081
C  0.603  -5.285  -0.376
C  1.992  -5.636  -0.925
C  3.116  -4.678  -0.546
C  3.137  -3.399  -1.372
C  2.270  -2.170  -1.041
C  2.308  -1.555  0.364
C  1.002  -1.706  1.160
C  0.687  -0.435  1.975
C  1.231  -0.538  3.406
N  2.858  -1.223  -2.075
P  1.781  -0.515  -3.186
O  1.149  -1.673  -4.084
O  0.612  -0.046  -2.214
S  2.542  0.917  -4.199
C  4.029  -1.767  -2.533
N  4.708  -1.292  -3.535
Cl  6.164  -1.976  -4.025
N  4.459  -2.845  -1.768
C  5.347  -2.227  -0.726
C  5.804  -3.179  0.358
C  6.430  -2.360  1.489
Br  7.144  -4.394  -0.360
H  0.326  -4.944  3.294
H  -0.109  -6.046  -0.687
H  0.263  -4.329  -0.786
H  1.968  -5.779  -2.006
H  2.251  -6.608  -0.506
H  3.107  -4.478  0.526
H  4.056  -5.190  -0.757
H  2.714  -3.709  -2.335
H  1.237  -2.392  -1.294
H  2.594  -0.509  0.253
H  3.131  -2.019  0.910
H  0.164  -1.960  0.514
H  1.170  -2.490  1.892
H  -0.389  -0.286  2.046
H  1.129  0.447  1.511
H  2.308  -0.705  3.388
H  1.001  0.375  3.949
H  0.757  -1.387  3.896
H  0.362  -2.069  -3.685
H  -0.244  -0.073  -2.664
H  4.364  -0.471  -4.051
H  4.917  -1.339  -0.256
H  6.244  -1.899  -1.251
H  4.994  -3.756  0.783
H  5.613  -1.974  2.105
H  6.963  -1.492  1.107
H  7.053  -2.971  2.130
C  -0.773  2.863  -2.813
O  -2.186  2.705  -2.948
C  -2.682  3.198  -4.093
O  -2.038  3.725  -4.957
O  -3.994  2.996  -4.090
C  -4.674  3.488  -5.256
H  -0.498  2.431  -1.854
H  -0.249  2.331  -3.608
H  -0.496  3.915  -2.816
H  -4.305  2.990  -6.150
H  -4.546  4.564  -5.345
H  -5.724  3.256  -5.111
C  -0.603  3.350  3.980
O  -0.957  2.329  4.915
C  -1.798  2.737  5.871
O  -2.243  3.846  5.982
O  -2.050  1.703  6.669
C  -2.944  1.999  7.749
H  0.075  2.889  3.266
H  -1.483  3.718  3.457
H  -0.095  4.173  4.478
H  -3.911  2.318  7.367
H  -2.525  2.770  8.391
H  -3.056  1.076  8.309
C  -9.219  4.867  0.067
O  -7.856  4.535  0.352
C  -7.049  4.580  -0.704
O  -7.371  4.864  -1.829
O  -5.820  4.255  -0.307
C  -4.850  4.272  -1.359
H  -9.752  4.789  1.010
H  -9.294  5.883  -0.313
H  -9.641  4.168  -0.652
H  -4.766  5.273  -1.782
H  -5.109  3.558  -2.130
H  -3.903  3.989  -0.909

Record 3
Here is a molecular structure, C24H45BrP2Rh from the OMol25 dataset. Energies are from ωB97M-V/def2-TZVPD.

Output
HOMO level (alpha / beta) (Eh): -0.33536 / -0.35417
Total charge: +1
Multiplicity: 5
LUMO level (alpha / beta) (eV): -2.203 / -5.922
HOMO-LUMO gap (alpha / beta) (eV): 6.92 / 3.72

Positions of all 73 atoms, in Å:
Rh  -0.628  -0.432  -2.248
C  -1.787  1.512  -0.176
C  -2.153  0.615  -1.318
C  -2.044  -0.593  0.706
C  -1.770  0.769  1.004
C  -2.366  -0.722  -0.673
C  -1.716  2.973  -0.256
H  -1.403  3.296  -1.262
H  -1.001  3.362  0.483
H  -2.688  3.460  -0.045
C  -1.571  1.299  2.378
H  -1.188  2.318  2.370
H  -0.837  0.686  2.917
H  -2.497  1.296  2.974
C  -2.124  -1.661  1.720
H  -3.081  -1.656  2.267
H  -1.313  -1.543  2.445
H  -2.009  -2.645  1.251
C  -3.252  -1.776  -1.222
H  -4.290  -1.411  -1.213
H  -3.198  -2.673  -0.593
H  -2.981  -2.056  -2.249
C  -3.088  1.132  -2.346
H  -4.011  1.417  -1.830
H  -3.301  0.371  -3.102
H  -2.676  2.009  -2.853
C  1.275  0.348  -2.574
C  0.197  1.247  -2.891
C  -0.257  1.507  -4.311
C  -1.133  0.393  -4.957
C  -1.226  -0.865  -4.143
C  -0.069  -1.644  -3.806
C  1.275  -1.349  -4.434
C  2.081  -0.250  -3.708
H  0.629  1.720  -4.931
H  -0.777  0.193  -5.977
H  -0.852  2.432  -4.259
H  2.413  0.531  -4.411
H  1.841  0.648  -1.682
H  0.156  2.096  -2.200
H  3.037  -0.639  -3.325
H  1.885  -2.260  -4.430
H  -0.248  -2.712  -3.635
H  1.174  -1.099  -5.501
H  -2.150  0.783  -5.109
H  -2.171  -1.423  -4.231
P  1.964  1.938  0.634
C  1.778  2.896  2.170
H  2.678  3.511  2.284
H  1.655  2.222  3.025
H  0.885  3.530  2.084
C  3.689  1.344  0.673
H  4.320  2.166  1.015
H  3.978  1.028  -0.335
H  3.766  0.487  1.345
C  2.089  3.270  -0.612
H  2.248  2.833  -1.605
H  2.929  3.917  -0.349
H  1.160  3.849  -0.648
P  1.223  -2.539  0.238
C  -0.055  -3.335  -0.787
H  0.478  -4.133  -1.318
H  -0.534  -2.666  -1.536
H  -0.843  -3.775  -0.161
C  2.675  -2.360  -0.825
H  2.393  -2.053  -1.841
H  3.124  -3.356  -0.849
H  3.379  -1.634  -0.418
C  1.574  -3.819  1.457
H  1.814  -4.748  0.928
H  0.667  -3.945  2.061
H  2.395  -3.491  2.100
Br  1.331  -0.707  2.021

In order of appearance, largest force on an atom = 3.2 1.8 5.0 eV/A.